Here is a cluster of 4 separate species, C2H15N2O3 in total from OMol25. Energies are from ωB97M-V with the def2-TZVPD basis set.

As for the multiplicity: 1. Its HOMO energy is -13.382 eV. For the total energy, the calculation gives -11433.55627 eV. The net charge is +1.

Cartesian coordinates (Å):
1 N 0.20 0.37 -1.38
2 C 0.98 -0.02 -0.18
3 C 0.23 0.02 1.15
4 N -1.18 -0.24 0.80
5 H 0.81 0.34 -2.20
6 H -0.63 -0.22 -1.39
7 H 0.03 1.39 -1.40
8 H 1.38 -1.03 -0.27
9 H 1.94 0.51 -0.27
10 H 0.71 -0.67 1.83
11 H 0.36 0.99 1.64
12 H -1.71 0.59 1.06
13 H -1.66 -0.95 1.37
14 H -4.05 -2.53 4.56
15 H -5.04 -3.52 3.87
16 O -4.84 -3.04 4.67
17 H 0.94 4.08 -1.60
18 H 0.00 3.60 -2.85
19 O 0.58 3.39 -2.11
20 H 3.52 -1.07 -3.24
21 H 4.13 -0.98 -1.81
22 O 3.30 -1.02 -2.28

Electronic structure analysis, Mulliken charges in units of e:
1. N -0.184
2. C -0.717
3. C -0.394
4. N -0.611
5. H 0.364
6. H 0.398
7. H 0.259
8. H 0.370
9. H 0.413
10. H 0.338
11. H 0.310
12. H 0.233
13. H 0.218
14. H 0.302
15. H 0.318
16. O -0.620
17. H 0.306
18. H 0.324
19. O -0.647
20. H 0.319
21. H 0.318
22. O -0.618